DFT (wB97M-V/def2-TZVPD) results for 2 unconnected molecules or ions with the total composition C7H16O at a distorted geometry.

Geometry as ORCA input:
```
! RIJCOSX wB97M-V def2-TZVPD def2/J DEFGRID3
* xyz 0 1
C -1.13 2.65 -1.35
C -1.13 1.81 -0.12
C -0.11 1.23 0.49
C -0.19 0.21 1.57
C -0.09 -1.25 1.02
C 1.25 -1.50 0.25
C 2.44 -1.70 1.21
H -0.54 3.56 -1.18
H -2.11 3.11 -1.51
H -0.81 2.14 -2.25
H -2.12 1.50 0.22
H 0.89 1.42 0.08
H -1.15 0.33 2.10
H 0.54 0.42 2.34
H -0.10 -1.89 1.89
H -0.84 -1.28 0.23
H 1.38 -0.59 -0.33
H 1.19 -2.36 -0.41
H 2.82 -2.71 1.12
H 3.32 -1.09 0.99
H 2.17 -1.37 2.22
O -2.09 -0.54 -2.91
H -2.10 -1.14 -2.15
H -1.48 -0.96 -3.52
*
```

Results
SMILES = C/C=C/CCCC.O
M = 116.20 Da
relative energy (zero: lowest compared OMol25 entry of this formula, charge and spin) = 129.1 kJ/mol
electronic energy = -351.50477 a.u.
gap between HOMO and LUMO = 9.88 eV
HOMO energy = -9.097 eV
max |F| = 0.0371 Eh/bohr

Results of the natural (NBO) charge analysis, in e, for atoms 1 through 5: C -0.66; C -0.17; C -0.19; C -0.44; C -0.38